No. 1
Density functional theory data (ωB97M-V/def2-TZVPD) for CH4N6O as an isolated structure.

Calculated values
* HOMO level: -0.336 hartree
* LUMO: 0.572 eV
* Kohn-Sham gap: 9.7236 eV
* ΔE to the lowest compared entry with this formula, charge and spin: 82.9 kcal/mol

Positions of all 12 atoms, in Å:
C: -0.070 -0.540 0.008
H: 1.417 -0.784 2.181
H: 0.427 1.011 2.589
H: -1.178 -0.347 -2.853
H: -1.409 -1.897 -0.129
N: 1.260 0.323 1.878
N: 0.820 0.437 0.566
N: 0.830 1.571 -0.148
N: 0.150 1.502 -1.154
N: -0.144 0.062 -1.409
N: -0.757 -1.436 0.541
O: -1.346 0.096 -2.070

Atomic partial charges in e from the natural (NBO) method, atoms 1 to 5: 0.5053, 0.4209, 0.3609, 0.4732, 0.3791

---

No. 2
Density functional theory data (ωB97M-V/def2-TZVPD) for one molecule with the formula CH4N6O.

Calculated values
* HOMO level: -0.319 hartree
* LUMO: -0.043 eV
* SMILES: Nn1[nH]nn/c1=N\O
* Kohn-Sham gap: 8.6479 eV
* ΔE to the lowest compared entry with this formula, charge and spin: 56.3 kcal/mol

Positions of all 12 atoms, in Å:
N: -0.823 1.524 0.239
N: -0.674 0.279 -0.495
N: -1.565 -0.703 0.018
N: -0.800 -1.875 0.147
N: 0.407 -1.623 0.043
C: 0.596 -0.297 -0.188
N: 1.687 0.381 -0.083
O: 2.814 -0.388 -0.001
H: -1.536 2.035 -0.347
H: -1.348 1.245 1.071
H: -2.303 -0.923 -0.617
H: 3.546 0.346 0.212

Atomic partial charges in e from the natural (NBO) method, atoms 1 to 5: -0.6163, -0.1550, -0.3348, 0.0508, -0.2011

---

No. 3
Density functional theory data (ωB97M-V/def2-TZVPD) for CH4NO2 as an isolated structure.

Calculated values
* HOMO level: -0.602 hartree
* LUMO: -4.346 eV
* charge: +1
* Kohn-Sham gap: 12.0346 eV
* ΔE to the lowest compared entry with this formula, charge and spin: 130.3 kcal/mol

Positions of all 8 atoms, in Å:
C: 0.584 0.081 -0.337
N: -0.631 -0.276 0.547
O: 0.387 0.139 -1.656
O: 0.619 1.310 -0.909
H: 1.837 -0.457 0.072
H: -0.417 -0.596 1.530
H: -1.340 -0.875 0.145
H: -1.039 0.674 0.609

Atomic partial charges in e from the natural (NBO) method, atoms 1 to 5: 0.4441, -0.7404, -0.1875, -0.1907, 0.2604

---

No. 4
Density functional theory data (ωB97M-V/def2-TZVPD) for an isolated ion of composition CH4NO2 and charge +1.

Calculated values
* HOMO level: -0.646 hartree
* LUMO: -7.284 eV
* charge: +1
* Kohn-Sham gap: 10.2826 eV
* ΔE to the lowest compared entry with this formula, charge and spin: 185.6 kcal/mol

Positions of all 8 atoms, in Å:
C: -1.399 -0.203 0.019
N: 0.228 -0.619 -0.113
O: 2.327 0.009 -0.022
O: 0.990 0.254 -0.073
H: -1.828 -0.876 -0.761
H: -1.427 0.806 -0.307
H: -1.828 -0.161 1.085
H: 2.938 0.790 0.171

Atomic partial charges in e from the natural (NBO) method, atoms 1 to 5: -0.4240, 0.2781, -0.3380, 0.1347, 0.2737